# 1
59
Properties=species:S:1:pos:R:3:forces:R:3:nbo_charge:R:1 method="wB97M-V/def2-TZVPD" homo_ev=-8.1 lumo_ev=0.665 smiles="CCOC(=O)C1=C(CN2C[C@H](C)C[C@H](C)C2)NC(=O)N[C@@H]1c1ccc2c(c1)OCO2" spin_multiplicity=1 e_tot_ha=-1396.2399 gap_ev=8.8 e_above_lowest_kj_mol=185.4 charge=0
C 0.035685 -1.576879 3.478734 -0.1 0.4 -0.1 -0.64
C -0.793492 -0.301848 3.538861 0.1 -0.2 0.5 -0.07
H -1.860725 -0.526590 3.601865 0.1 0.1 0.0 0.19
H -0.489251 0.308399 4.394830 -0.1 -0.1 -0.1 0.20
O -0.647897 0.469091 2.344490 0.0 0.0 -0.2 -0.53
C 0.455614 1.236828 2.259373 -0.1 0.0 0.2 0.79
O 1.250669 1.325680 3.169153 -0.1 0.0 -0.1 -0.62
C 0.634421 1.929813 0.981341 0.1 0.4 -0.3 -0.24
C -0.260059 2.120290 -0.012883 0.1 -0.1 0.6 0.30
N 0.108008 2.814735 -1.135518 -0.1 0.0 -0.2 -0.64
C 1.267712 3.565067 -1.265538 -0.2 0.2 0.1 0.78
O 1.453681 4.278752 -2.224815 0.1 0.2 -0.4 -0.63
N 2.108695 3.468451 -0.210530 0.2 0.1 0.3 -0.62
H 2.982621 3.962579 -0.307694 -0.1 0.0 -0.1 0.41
C 2.062586 2.414436 0.778726 -0.1 -0.4 0.2 -0.06
C 2.897802 1.202607 0.393720 0.2 0.1 0.3 -0.04
C 3.653397 0.551891 1.356374 -0.1 0.2 -0.1 -0.21
C 4.371614 -0.606607 1.069160 0.1 -0.3 -0.3 -0.26
C 4.304328 -1.080874 -0.217537 -0.3 0.3 -0.2 0.22
C 3.548398 -0.428287 -1.192888 0.2 -0.1 0.5 0.30
C 2.836496 0.710825 -0.914761 0.2 -0.3 -0.2 -0.30
H 2.265360 1.203322 -1.684054 -0.1 0.1 -0.1 0.23
O 3.650573 -1.108083 -2.377650 -0.3 0.4 0.1 -0.49
C 4.505142 -2.201866 -2.123195 0.4 -0.9 -0.8 0.24
O 4.901383 -2.183979 -0.768691 0.0 0.2 0.5 -0.48
H 5.395623 -2.132926 -2.768810 -0.2 0.1 0.2 0.16
H 3.973614 -3.142523 -2.339275 0.1 0.2 0.1 0.16
H 4.956189 -1.110314 1.820157 0.1 -0.1 0.1 0.23
H 3.669085 0.942745 2.361334 0.0 0.1 0.1 0.23
H 2.435808 2.812621 1.729150 -0.1 -0.1 -0.2 0.24
H -0.567534 2.876481 -1.885076 0.2 0.0 0.0 0.44
C -1.691935 1.665861 -0.069647 -0.2 -0.2 0.1 -0.28
N -1.896642 0.930224 -1.313576 0.1 0.3 -0.1 -0.46
C -3.291084 0.645447 -1.596988 -0.2 0.0 0.2 -0.21
C -3.902991 -0.452442 -0.713361 -0.1 -0.1 -0.3 -0.23
C -5.349913 -0.717837 -1.114519 0.2 0.1 0.2 -0.60
H -5.949218 0.183795 -1.008596 -0.1 0.1 0.0 0.21
H -5.403296 -1.045022 -2.150870 0.0 -0.1 -0.1 0.20
H -5.782970 -1.494120 -0.487617 -0.1 -0.1 0.0 0.21
C -3.051581 -1.718300 -0.833448 0.1 0.4 0.4 -0.40
C -1.587676 -1.421641 -0.503114 0.0 -0.2 -0.3 -0.25
C -0.709708 -2.655177 -0.681420 -0.1 0.3 0.1 -0.60
H -0.735161 -2.995839 -1.714710 0.0 -0.1 -0.1 0.20
H -1.055983 -3.467518 -0.045369 0.0 -0.1 0.0 0.21
H 0.322033 -2.426753 -0.420924 0.2 0.0 0.0 0.21
C -1.097287 -0.281520 -1.405587 0.0 -0.2 0.2 -0.22
H -0.061312 -0.036114 -1.162055 0.1 -0.1 -0.1 0.21
H -1.132983 -0.609449 -2.449699 0.1 -0.1 0.0 0.20
H -1.517787 -1.092464 0.538336 0.0 0.0 0.0 0.20
H -3.438050 -2.491477 -0.164727 0.0 -0.1 0.0 0.21
H -3.118607 -2.098575 -1.856640 0.0 -0.1 -0.1 0.19
H -3.885857 -0.114442 0.328923 0.0 0.0 0.0 0.19
H -3.861995 1.572314 -1.496128 0.0 0.0 -0.1 0.20
H -3.345596 0.327971 -2.643710 -0.1 0.0 0.0 0.19
H -1.946229 1.100818 0.829599 0.0 0.2 -0.2 0.22
H -2.331120 2.556082 -0.110405 0.1 0.0 0.0 0.21
H 1.091949 -1.326188 3.420115 0.1 0.0 0.0 0.23
H -0.138964 -2.167541 4.373416 0.0 -0.1 0.1 0.22
H -0.235555 -2.163937 2.604369 0.0 -0.1 -0.1 0.21



# 2
109
Properties=species:S:1:pos:R:3:forces:R:3:mulliken_charge:R:1 method="wB97M-V/def2-TZVPD" homo_ev=-10.1 lumo_ev=-3.856 spin_multiplicity=1 e_tot_ha=-5339.9245 gap_ev=6.2 charge=+1
C 0.492801 4.404020 -8.278388 0.6 0.6 -1.0 -0.79
C 1.240749 3.028993 -8.765740 -0.3 0.3 -1.5 -0.26
O 0.755584 1.793904 -8.130986 0.4 1.7 1.9 -0.41
C 0.703846 1.897297 -6.664876 0.6 -0.8 1.0 -0.34
C 2.113292 2.456779 -5.981028 -0.2 -1.1 -1.4 -0.44
O 1.959841 2.274418 -4.529756 1.6 0.7 -0.3 -0.10
C 3.050915 2.896344 -3.764617 -0.3 0.1 -0.5 -0.55
C 3.207930 2.052966 -2.367660 1.9 2.1 0.7 -0.37
N 2.315072 0.841750 -2.112981 2.7 -0.7 1.9 -0.12
C 1.190520 1.202822 -1.119426 -1.3 -0.9 0.4 -0.37
P -0.308226 1.342576 -2.294272 -3.5 -0.1 -0.3 0.25
S -1.946984 0.517946 -1.648741 1.0 0.3 -0.1 -0.21
C 1.586479 2.516498 -0.162311 -0.7 0.6 -3.3 0.91
C 0.547354 3.800219 -0.263089 -0.6 1.1 -0.5 -1.75
N -0.859525 3.501221 0.204659 0.7 0.4 -1.3 0.15
C -1.882836 4.467121 -0.384817 -0.8 0.0 0.5 -0.69
S 1.614281 2.195436 1.698524 5.9 3.8 6.7 1.19
O 3.024251 1.710025 2.215828 -4.9 0.6 -3.1 -0.70
O 1.304942 3.482430 2.550525 -0.2 -4.6 -4.2 -0.58
C 0.388386 0.892781 2.272885 -4.0 -4.3 1.7 0.58
F -0.149811 1.186324 3.653603 2.4 -1.0 -5.2 -0.21
F 1.070653 -0.453753 2.312546 -2.3 4.7 -0.2 -0.21
F -0.800032 0.728730 1.404873 4.4 0.7 2.9 -0.06
C 3.041510 2.845498 -0.918686 1.4 -1.7 1.6 -0.88
B 3.695916 4.343494 -0.743747 1.1 3.1 1.1 0.64
O 3.519823 5.078505 0.557078 1.2 -3.2 -2.2 -0.50
O 4.491598 5.057797 -1.773983 -3.1 -1.2 1.8 -0.47
C 3.739636 6.251955 -2.244465 0.2 1.1 -1.0 0.03
C 4.027241 7.612926 -1.376183 -0.9 0.9 0.4 -0.95
H 0.119445 4.973230 -9.256653 0.8 -1.2 2.2 0.31
H -0.459529 4.247586 -7.616512 2.1 0.2 -1.1 0.26
H 1.312643 5.103052 -7.790095 -2.0 -1.3 -0.7 0.23
H 2.416976 3.056365 -8.693070 -2.3 0.2 0.1 0.24
H 1.001292 2.916190 -9.929872 0.5 -0.1 2.7 0.30
H 0.587498 0.782370 -6.254396 0.2 2.4 -1.1 0.23
H -0.202965 2.501573 -6.238584 1.7 -0.9 -1.0 0.18
H 2.367617 3.562199 -6.269161 -0.6 -2.0 0.7 0.25
H 2.957956 1.710466 -6.366094 -1.5 1.8 0.8 0.26
H 2.788330 4.029651 -3.637033 0.6 -2.1 0.2 0.22
H 4.099825 2.854983 -4.321841 -2.3 -0.1 1.1 0.36
H 4.360987 1.746605 -2.374571 -2.7 0.2 0.1 0.43
H 2.942034 0.210841 -1.534949 -0.6 0.8 -0.8 0.56
H 2.078748 0.212666 -2.912781 -0.4 1.2 0.2 0.46
H 0.988459 0.183429 -0.553917 0.1 2.2 -0.9 0.30
H 0.035670 0.642706 -3.539812 0.6 0.9 1.1 0.05
H -0.597271 2.718955 -2.717049 1.2 -0.9 0.3 0.01
H 0.531313 4.101232 -1.418373 -0.1 -0.8 2.4 0.41
H 0.907623 4.756051 0.308025 0.3 -2.0 -1.0 0.47
H -0.956155 3.499718 1.243449 0.4 0.3 -1.2 0.29
H -1.764477 4.597523 -1.554553 0.0 -0.3 2.5 0.25
H -2.947478 3.977555 -0.189585 2.2 1.2 -0.4 0.21
H -1.792273 5.510345 0.179956 -0.4 -2.0 -1.5 0.30
H 3.771212 2.191095 -0.237238 -1.2 1.3 -1.1 0.27
H 3.795952 4.492939 1.327124 -0.9 1.0 -1.1 0.33
H 4.139180 6.462109 -3.348341 -1.0 -0.7 2.4 0.28
H 2.580463 5.972135 -2.292666 2.4 0.8 0.1 0.10
H 4.351551 8.529183 -2.068581 -0.6 -2.3 1.4 0.29
H 3.020021 7.977254 -0.853479 2.2 -0.9 -1.1 0.26
H 4.810646 7.488466 -0.515104 -1.5 -0.1 -1.9 0.22
C -4.491494 -2.250836 1.467055 -0.1 -0.1 -0.1 -1.19
S -2.866660 -1.579506 1.040804 0.0 -0.3 -0.1 0.88
O -2.513551 -2.087753 -0.325961 -0.2 -0.1 0.6 -0.75
C -1.938473 -2.562462 2.242637 -0.2 0.0 -0.3 -1.13
H -5.237328 -1.801905 0.806594 0.2 0.0 0.0 0.35
H -4.495577 -3.334812 1.332143 0.1 0.1 0.0 0.40
H -4.729965 -2.000010 2.503332 0.1 0.0 -0.1 0.32
H -2.100315 -3.627380 2.059791 0.0 0.2 0.0 0.46
H -2.260116 -2.301828 3.253441 0.0 0.0 -0.1 0.39
H -0.875901 -2.334114 2.131622 -0.2 0.0 0.0 0.16
C -0.136420 -6.798825 5.225913 0.0 0.1 0.0 -0.96
S 0.205349 -5.321647 4.239202 0.1 -0.4 -0.2 0.44
O -1.114758 -4.737172 3.830849 0.1 -0.2 0.2 -0.51
C 0.874530 -6.204306 2.809080 -0.4 0.0 0.3 -0.76
H -0.601519 -6.489637 6.165116 0.2 0.0 -0.1 0.40
H -0.818047 -7.459960 4.685998 0.1 0.1 0.0 0.21
H 0.799933 -7.318901 5.441352 -0.1 0.1 -0.1 0.42
H 0.130322 -6.902308 2.418408 -0.1 0.1 0.1 0.38
H 1.777599 -6.743870 3.103100 -0.3 0.2 0.0 0.43
H 1.125668 -5.473932 2.036415 -0.1 -0.1 0.3 0.05
C 3.692600 -3.906377 1.123727 -0.1 0.1 0.2 -0.88
S 3.888004 -5.640174 0.645999 0.0 -0.4 0.3 0.46
O 3.320965 -6.479245 1.753010 0.9 0.6 -0.8 -0.57
C 5.689491 -5.674982 0.805907 0.1 0.0 0.1 -0.97
H 2.626711 -3.665876 1.131462 0.1 -0.1 0.0 0.21
H 4.106510 -3.744287 2.121539 0.0 -0.1 -0.1 0.34
H 4.201010 -3.267838 0.397478 0.0 -0.1 0.0 0.40
H 5.980096 -5.403568 1.823532 -0.1 0.0 -0.1 0.31
H 6.132862 -4.978851 0.090411 -0.1 -0.1 0.0 0.36
H 6.038061 -6.687255 0.588348 -0.2 0.1 0.0 0.34
C -5.486323 -7.986576 5.603736 -0.1 -0.1 0.1 -0.97
S -3.788534 -7.699638 5.049084 0.1 -0.2 0.3 0.54
O -2.925796 -8.756368 5.673625 -0.4 0.5 -0.2 -0.63
C -3.542268 -6.172678 5.987106 0.1 0.0 0.2 -0.74
H -5.841091 -8.923346 5.167134 0.2 0.1 0.0 0.33
H -5.516391 -8.061792 6.693075 0.1 0.0 -0.1 0.30
H -6.124527 -7.166778 5.265686 0.1 0.0 0.0 0.35
H -3.692476 -6.359979 7.052955 0.0 -0.1 -0.1 0.34
H -4.243743 -5.412142 5.636926 0.1 -0.1 0.0 0.36
H -2.520001 -5.824533 5.821904 -0.3 0.0 -0.2 0.03
C -5.176147 1.755034 2.865029 0.1 0.1 0.1 -0.79
S -5.854659 1.605525 1.194780 0.0 0.4 -0.2 0.65
O -5.562258 2.888033 0.473170 -0.1 -0.5 0.4 -0.66
C -7.592301 1.647857 1.695726 -0.1 0.1 0.0 -1.04
H -4.086134 1.788177 2.795825 -0.1 -0.1 -0.1 0.11
H -5.536181 2.673387 3.334312 0.0 0.0 -0.1 0.39
H -5.473481 0.887660 3.459088 0.0 0.0 -0.1 0.33
H -7.803108 2.572990 2.237359 0.1 0.0 -0.1 0.32
H -7.810947 0.784370 2.327940 0.1 0.0 -0.1 0.36
H -8.213723 1.604917 0.798220 0.2 0.0 0.1 0.33



Question: Which of these has the lowest charge?
Answer: C22H29N3O5



Question: The highest charge belongs to which entry?
Answer: C24H60BF3N2O11PS7



Question: The lowest charge belongs to which entry?
Answer: C22H29N3O5



Question: Which value of charge does entry 1 give?
Answer: 0